Entry 1:
2 unconnected molecules or ions with the total composition C11H24BrCl4N5OP at a distorted geometry, computed with wB97M-V/def2-TZVPD.

Atoms and positions in Å:
C -3.65274 -0.31748 -1.78134
C -2.19545 0.41251 -2.11325
N -1.01876 -0.52762 -2.07957
C -0.48377 -0.79350 -0.70370
N -1.37502 -0.67805 0.52437
C -0.44082 -0.48595 1.73820
C -1.10981 -0.18861 3.20320
N -1.24296 1.27260 3.56947
C 0.63719 0.63184 1.11304
Br -0.15523 2.42934 0.57053
C 1.91024 1.08436 2.03992
C 2.57565 -0.10876 2.94451
C 4.22473 -0.12696 2.68917
N 5.03441 1.17079 2.62132
O 4.93746 -1.27380 2.54121
C 1.00845 -0.23271 -0.25437
P 2.23645 0.45771 -1.54156
N 2.56515 2.03289 -1.43586
H -4.02012 0.04680 -0.70649
H -3.55772 -1.49941 -1.68378
H -4.50569 -0.02118 -2.52807
H -2.30729 0.88772 -3.19753
H -2.10277 1.32646 -1.35396
H -0.31105 -0.16765 -2.75325
H -0.27190 -1.97013 -0.73681
H -1.84446 -1.60881 0.71848
H -2.00108 0.14560 0.64179
H 0.07827 -1.52607 1.87631
H -2.20416 -0.65042 3.28236
H -0.47468 -0.74540 4.03093
H -1.87207 1.78058 2.87680
H -0.32727 1.77297 3.59283
H 2.75624 1.45881 1.28514
H 1.63752 2.04585 2.68397
H 2.07947 -1.16236 2.82700
H 2.45728 0.20070 4.09000
H 5.17345 1.34194 1.58324
H 4.44994 1.99441 2.94761
H 1.55903 -1.23705 0.11007
H 1.84603 0.16550 -2.92844
H 3.49362 -0.25094 -1.34073
H 3.61127 2.09161 -1.24956
C -3.35939 -1.83562 -5.54264
Cl -3.69377 -3.09151 -4.32381
Cl -1.69002 -1.24539 -5.34462
Cl -3.55642 -2.52399 -7.17420
Cl -4.49744 -0.48167 -5.32790

## Properties
- charge = +1
- frontier orbital gap (eV) = 8.389
- 2S+1 = 1
- F_max (eV Å⁻¹) = 8.9
- E_tot (hartree) = -5538.15517
- highest occupied orbital energy (eV) = -11.8

Calculated atomic charges, method Löwdin, unit e:
1 C -0.13
2 C -0.26
3 N -0.05
4 C -0.28
5 N 0.09
6 C -0.22
7 C -0.19
8 N -0.03
9 C -0.61
10 Br 0.77
11 C -0.23
12 C -0.10
13 C -0.30
14 N 0.07
15 O -0.05
16 C -0.35
17 P 0.74
18 N -0.35
19 H 0.07
20 H 0.07
21 H 0.05
22 H 0.12
23 H 0.08
24 H 0.07
25 H 0.18
26 H 0.21
27 H 0.14
28 H 0.16
29 H 0.14
30 H 0.14
31 H 0.07
32 H 0.05
33 H 0.10
34 H 0.11
35 H 0.12
36 H 0.14
37 H 0.10
38 H 0.09
39 H 0.14
40 H 0.02
41 H 0.03
42 H -0.01
43 C -1.99
44 Cl 0.52
45 Cl 0.52
46 Cl 0.54
47 Cl 0.53

=====

Entry 2:
2 unconnected molecules or ions with the total composition C4H14NO at a distorted geometry, computed with wB97M-V/def2-TZVPD.

Atoms and positions in Å:
C 0.23657 -0.52519 0.00441
C 0.93376 0.59378 0.81972
C 1.82944 1.38267 -0.16454
C 1.09633 2.30782 -1.11826
N -0.98086 -1.03379 0.78576
H 0.87946 -1.36298 -0.26038
H -0.08581 -0.12584 -0.94704
H 1.55821 0.12998 1.58152
H 0.15238 1.22943 1.22909
H 2.38491 0.65511 -0.75901
H 2.50505 1.94295 0.48603
H 0.21897 2.80897 -0.69718
H 1.70206 3.12607 -1.50637
H 0.73152 1.69185 -1.94567
H -1.45568 -0.09135 0.84758
H -1.72400 -1.61031 0.33987
H -0.68278 -1.50582 1.66172
H -3.23012 -3.40898 0.63129
H -3.11588 -3.36004 -0.89543
O -2.95350 -2.84435 -0.09309

## Properties
- charge = 0
- frontier orbital gap (spin up / spin down) (eV) = 4.075 / 12.398
- ⟨S²⟩ = 0.75
- 2S+1 = 2
- F_max (eV Å⁻¹) = 2.2
- ΔE to the lowest compared entry with this formula, charge and spin (kcal per mole) = 38.49
- E_tot (hartree) = -290.66183
- highest occupied orbital energy (spin up / spin down) (eV) = -3.1 / -11.7

Calculated atomic charges, method Löwdin, unit e:
1 C -0.26
2 C -0.23
3 C -0.27
4 C -0.12
5 N 0.03
6 H 0.09
7 H 0.08
8 H 0.09
9 H 0.08
10 H 0.11
11 H 0.10
12 H 0.07
13 H 0.07
14 H 0.06
15 H 0.06
16 H 0.07
17 H 0.03
18 H 0.03
19 H 0.04
20 O -0.15

=====

Entry 3:
A molecular structure, C16H32Cl16 at a distorted geometry, computed with wB97M-V/def2-TZVPD.

Atoms and positions in Å:
Cl -0.17325 0.40580 -5.24180
C 0.11940 -0.63982 -3.85017
C 0.44948 0.36150 -2.60934
Cl 1.98152 1.24814 -2.84457
H 0.89716 -1.34317 -4.14762
H -0.77612 -1.23392 -3.66808
H 0.53369 -0.23459 -1.70068
H -0.36458 1.06757 -2.44545
Cl 0.97115 4.15325 2.84749
C 0.85891 2.36236 2.72528
C 2.32716 1.70545 2.82264
Cl 3.38102 2.46431 1.65278
H 0.45953 2.13621 1.73661
H 0.14987 2.12591 3.51866
H 2.24934 0.66764 2.49864
H 2.62656 1.64931 3.86922
Cl 1.55372 -0.18375 1.64688
C 0.11741 -0.62302 0.60122
C -0.34197 0.66032 -0.10519
Cl -1.66917 0.29198 -1.26489
H -0.67952 -1.01947 1.23038
H 0.33297 -1.38463 -0.14817
H 0.44958 1.15387 -0.66906
H -0.69998 1.41879 0.59098
Cl -0.75970 -2.32295 -0.64106
C -2.38112 -2.95528 -0.40269
C -2.45161 -3.24646 1.09079
Cl -3.98692 -4.07363 1.45905
H -2.57574 -3.81357 -1.04580
H -3.10181 -2.18184 -0.66818
H -2.45555 -2.26707 1.56920
H -1.58194 -3.73289 1.53256
Cl 0.21722 2.67817 -0.33060
C 0.41733 3.23319 -1.93619
C 1.68306 4.00938 -2.04663
Cl 3.04766 2.93570 -1.85072
H -0.52068 3.70591 -2.22737
H 0.47977 2.38944 -2.62343
H 1.87298 4.85345 -1.38361
H 1.69821 4.55605 -2.98951
Cl 0.67551 0.41502 5.93199
C 0.53308 -1.06829 4.84724
C 1.11205 -0.91040 3.41431
Cl 0.86623 -2.42088 2.58082
H -0.50463 -1.35786 4.68166
H 1.07009 -1.84083 5.39761
H 2.20165 -0.88097 3.41988
H 0.57378 -0.15621 2.84025
Cl -6.20995 -0.10581 -3.23730
C -5.04881 -0.20091 -1.85071
C -3.59932 -0.68338 -2.18790
Cl -2.80127 0.01522 -3.61331
H -5.53117 -0.80841 -1.08497
H -4.93399 0.86209 -1.63865
H -3.56430 -1.77121 -2.24699
H -2.92146 -0.43676 -1.37072
Cl 4.09566 0.32082 -1.04753
C 2.72530 -0.80459 -0.66529
C 3.17044 -1.61755 0.58515
Cl 1.81339 -2.68059 0.87629
H 2.66239 -1.44586 -1.54445
H 1.77706 -0.28827 -0.51574
H 3.35941 -0.99316 1.45837
H 4.12386 -2.11884 0.41838

## Properties
- charge = 0
- frontier orbital gap (eV) = 7.217
- 2S+1 = 1
- F_max (eV Å⁻¹) = 18.0
- ΔE to the lowest compared entry with this formula, charge and spin (kcal per mole) = 788.82
- E_tot (hartree) = -7990.70198
- highest occupied orbital energy (eV) = -7.2

Calculated atomic charges, method Löwdin, unit e:
1 Cl 0.56
2 C -0.64
3 C -0.68
4 Cl 0.57
5 H 0.07
6 H 0.00
7 H -0.01
8 H -0.04
9 Cl 0.54
10 C -0.63
11 C -0.72
12 Cl 0.62
13 H -0.05
14 H 0.05
15 H -0.20
16 H 0.08
17 Cl 0.75
18 C -0.61
19 C -0.72
20 Cl 0.82
21 H 0.06
22 H -0.19
23 H -0.10
24 H 0.01
25 Cl 0.82
26 C -0.55
27 C -0.66
28 Cl 0.58
29 H 0.09
30 H 0.03
31 H 0.06
32 H 0.06
33 Cl 0.88
34 C -0.62
35 C -0.60
36 Cl 0.48
37 H 0.11
38 H -0.04
39 H 0.08
40 H 0.09
41 Cl 0.50
42 C -0.57
43 C -0.83
44 Cl 0.58
45 H 0.06
46 H 0.05
47 H 0.08
48 H -0.02
49 Cl 0.50
50 C -0.58
51 C -0.74
52 Cl 0.63
53 H 0.07
54 H 0.06
55 H 0.06
56 H -0.21
57 Cl 0.54
58 C -0.64
59 C -0.61
60 Cl 0.53
61 H 0.08
62 H -0.02
63 H 0.04
64 H 0.09